Record 1
C17H18O5S3 | ωB97M-V with the def2-TZVPD basis set

```
43
Properties=species:S:1:pos:R:3:mulliken_charge:R:1
S 1.956 0.832 1.407 1.220
S 0.508 -1.696 1.759 1.299
S -0.764 1.772 -2.962 1.291
O 0.292 -1.835 3.182 -0.664
O 2.257 1.632 0.233 -0.686
O -1.245 0.626 -3.746 -0.698
O -0.169 -2.566 0.832 -0.629
O 2.066 1.399 2.731 -0.645
C 2.952 -3.078 1.497 -0.760
C 5.025 -1.870 1.062 -0.518
C -3.020 -0.066 -0.045 -0.459
C -0.058 1.282 -1.466 -1.460
C 4.336 -3.081 1.251 -0.578
C -3.478 -1.359 2.395 -0.567
C 0.308 2.807 -3.982 -1.148
C -4.442 -1.415 1.377 -0.587
C 0.378 0.024 1.269 -0.390
C -2.080 2.906 -2.580 -1.123
C -2.296 -0.661 2.200 -0.060
C 4.356 -0.646 1.123 -0.659
C -0.737 0.526 0.661 0.260
C -2.008 -0.086 0.933 0.352
C 2.287 -1.849 1.524 0.375
C -4.231 -0.700 0.191 -0.604
C 2.982 -0.662 1.357 0.212
H 4.880 -4.036 1.222 0.366
H -1.688 3.671 -1.899 0.362
H -1.595 -0.530 3.023 0.507
H 2.393 -4.008 1.651 0.430
H -0.613 1.326 -0.181 0.538
H -5.392 -1.913 1.577 0.362
H -2.881 2.327 -2.100 0.339
H 0.804 1.944 -1.296 0.484
H -2.826 0.408 -1.008 0.196
H -3.637 -1.863 3.350 0.379
H 6.096 -1.867 0.882 0.387
H -2.416 3.369 -3.520 0.482
H 0.954 3.446 -3.369 0.377
H 0.311 0.261 -1.680 0.407
H 4.847 0.316 0.968 0.452
H -0.338 3.437 -4.613 0.408
H 0.922 2.165 -4.627 0.353
H -4.998 -0.687 -0.582 0.396
```

## Properties
- relative energy (zero: lowest compared OMol25 entry of this formula, charge and spin) (kcal per mole) = 33.5
- highest occupied orbital energy (eV) = -7.6
- total charge = 0
- gap between HOMO and LUMO (eV) = 7.54
- max |F| (hartree/bohr) = 0.09164



Record 2
C12H14N2O | ωB97M-V with the def2-TZVPD basis set

```
29
Properties=species:S:1:pos:R:3:mulliken_charge:R:1
O -1.659 -2.783 -1.516 -0.477
N -0.365 -2.170 0.333 -0.285
N -0.118 1.015 -0.979 -0.492
C -2.364 1.698 -1.051 -0.524
C -1.184 0.966 -1.654 0.653
C -0.305 1.815 0.208 -0.282
C 3.142 -1.243 0.844 -0.615
C -0.940 -2.450 -0.669 0.570
C 1.993 -1.661 0.202 -0.171
C 0.771 -1.416 2.270 -0.216
C 0.802 -1.745 0.919 0.193
C 3.116 -0.915 2.191 -0.476
C -1.711 2.460 0.107 -0.620
C 1.930 -1.005 2.901 -0.509
C -1.323 0.244 -2.945 -1.278
H -0.201 1.162 1.079 0.052
H -2.315 -0.195 -3.023 0.336
H -3.084 0.959 -0.691 0.264
H -0.568 -0.533 -3.032 0.276
H -2.276 2.361 1.032 0.305
H 1.910 -0.757 3.951 0.372
H 4.070 -1.173 0.295 0.368
H -0.161 -1.484 2.811 0.455
H -2.865 2.338 -1.777 0.349
H -1.192 0.942 -3.773 0.363
H -1.617 3.521 -0.130 0.242
H 0.492 2.561 0.258 0.373
H 4.021 -0.591 2.681 0.390
H 2.000 -1.922 -0.845 0.383
```

## Properties
- relative energy (zero: lowest compared OMol25 entry of this formula, charge and spin) (kcal per mole) = 26.1
- highest occupied orbital energy (eV) = -8.8
- total charge = 0
- structure (SMILES) = O=C=Nc1ccccc1.CC1=NCCC1
- gap between HOMO and LUMO (eV) = 9.57
- max |F| (hartree/bohr) = 0.02272



Record 3
C19H12N4O4Tc | ωB97M-V with the def2-TZVPD basis set

```
40
Properties=species:S:1:pos:R:3:lowdin_spin:R:1
Tc -0.104 -0.291 -0.144 1.019
O 1.438 -0.222 1.045 0.035
O -1.519 -0.809 6.693 0.000
O -3.655 -0.672 5.932 0.000
O 2.232 -0.240 3.138 0.003
N 1.307 -0.038 -1.744 0.006
N -1.005 -0.347 1.775 0.006
N -1.457 -0.935 -0.927 -0.075
N 4.872 0.630 -5.673 0.000
C -2.788 -0.488 3.335 0.000
C -2.418 -0.696 5.852 0.000
C 1.304 -0.290 2.386 0.008
C 2.228 -0.730 -3.830 0.001
C -4.847 -1.951 -1.835 0.002
C -2.317 -0.386 2.043 0.006
C -2.569 -1.732 -1.126 0.003
C -3.720 -1.165 -1.678 -0.013
C 3.159 0.303 -3.768 -0.001
C -1.899 -0.557 4.398 0.000
C 2.210 0.948 -1.685 0.007
C -2.540 -3.075 -0.742 -0.012
C -0.133 -0.391 2.802 0.005
C -3.676 -3.846 -0.911 0.002
C -0.537 -0.499 4.112 0.000
C -4.825 -3.286 -1.454 -0.015
C 3.154 1.153 -2.670 0.001
C 4.112 0.484 -4.825 0.000
C 1.329 -0.868 -2.796 0.005
H 0.595 -1.661 -2.797 0.002
H -3.714 -0.121 -1.964 0.000
H -5.748 -1.520 -2.252 0.000
H -3.847 -0.516 3.550 0.000
H 2.210 -1.416 -4.664 0.000
H 3.868 1.958 -2.580 0.000
H 2.180 1.576 -0.805 0.004
H -5.712 -3.894 -1.576 -0.001
H -2.984 -0.340 1.194 0.002
H 0.187 -0.540 4.915 0.000
H -1.641 -3.488 -0.304 0.001
H -3.669 -4.885 -0.608 0.000
```

## Properties
- expectation value of S² = 0.772
- relative energy (zero: lowest compared OMol25 entry of this formula, charge and spin) (kcal per mole) = 0.0
- highest occupied orbital energy (alpha / beta) (eV) = -7.8 / -7.8
- multiplicity = 2
- total charge = 0
- gap between HOMO and LUMO (alpha / beta) (eV) = 5.48 / 5.39
- max |F| (hartree/bohr) = 0.00682



Record 4
C16H22Cl2IrO2Se | ωB97M-V with the def2-TZVPD basis set

```
44
Properties=species:S:1:pos:R:3:lowdin_spin:R:1
Ir -0.127 -0.335 -0.066 2.356
Se 0.783 1.659 1.113 0.812
Cl 1.936 -1.037 0.746 0.262
Cl 4.337 1.306 0.689 0.080
O -0.772 -1.937 0.852 0.342
O -1.894 0.342 0.639 0.221
C 0.237 -1.360 -1.970 0.063
C -2.359 -1.747 -1.890 0.009
C 0.640 -2.785 -1.980 0.007
C 0.473 1.065 2.903 0.085
C -2.317 1.413 -2.190 0.025
C 0.247 0.953 -2.245 0.151
C 1.077 -0.200 -2.201 0.147
C -0.913 0.784 4.880 0.001
C -1.148 -0.889 -1.910 0.071
C -0.729 1.328 3.610 0.035
C 1.282 -0.213 4.801 0.001
C 2.546 -0.224 -2.407 0.019
C -1.115 0.548 -2.085 0.155
C 1.510 0.371 3.563 0.028
C 0.076 -0.004 5.468 0.021
C 0.706 2.348 -2.461 0.014
H -2.171 -2.699 -1.385 0.001
H 2.978 -1.196 -2.136 0.001
H -3.194 -1.259 -1.374 0.001
H 2.480 0.299 3.068 0.002
H -0.092 -0.456 6.442 0.002
H 1.611 -2.938 -1.497 0.001
H -1.562 -1.578 1.291 0.012
H -0.094 -3.396 -1.448 0.000
H 2.065 -0.826 5.239 0.000
H 2.777 -0.043 -3.468 0.010
H 1.680 2.558 -1.996 0.001
H -3.207 0.923 -1.778 0.001
H -0.007 3.093 -2.083 0.001
H -1.845 0.970 5.409 0.000
H -1.627 1.234 0.941 0.024
H 0.704 -3.135 -3.016 0.003
H -2.663 -1.953 -2.922 0.004
H 3.074 0.540 -1.809 0.002
H 0.812 2.508 -3.544 0.008
H -2.513 1.622 -3.252 0.013
H -1.478 1.969 3.137 0.007
H -2.206 2.380 -1.676 0.003
```

## Properties
- expectation value of S² = 8.773
- relative energy (zero: lowest compared OMol25 entry of this formula, charge and spin) (kcal per mole) = 0.0
- highest occupied orbital energy (alpha / beta) (eV) = 1.1 / -1.1
- multiplicity = 6
- total charge = -2
- gap between HOMO and LUMO (alpha / beta) (eV) = 3.77 / 5.21
- max |F| (hartree/bohr) = 0.06119



Record 5
C27H41CaCl2N9O5P2S | ωB97M-V with the def2-TZVPD basis set

```
88
Properties=species:S:1:pos:R:3:mulliken_charge:R:1
Ca 0.215 -0.629 0.461 1.292
Cl 2.131 1.446 -4.303 -0.149
Cl 2.882 0.214 -1.727 0.147
S -0.219 -1.757 2.981 -0.509
P -1.973 -1.185 -1.871 -0.844
P -2.894 0.405 0.368 -1.939
O 0.890 -2.482 0.124 -0.773
O -1.634 0.116 1.057 0.045
O 1.824 -2.891 -1.877 -0.736
O -0.589 -0.859 -1.520 0.100
O -3.030 -0.125 -1.142 0.921
N 1.107 0.847 1.991 2.112
N -2.356 -0.907 -3.445 0.659
N -2.480 -2.699 -1.480 0.434
N 1.319 0.512 3.269 -1.698
N -4.146 -0.409 1.100 0.780
N 0.332 1.726 -0.436 1.495
N 3.286 -1.466 0.922 0.337
N 0.996 -0.776 5.073 -0.479
N -3.155 2.029 0.221 0.902
C 0.761 -0.603 3.739 0.483
C 1.555 3.758 -0.160 -1.053
C -4.135 -0.363 2.563 -0.930
C -3.726 -3.209 -2.027 -1.018
C -3.593 -0.321 -3.919 -1.040
C -1.270 -0.982 -4.420 -0.951
C 1.533 2.019 1.627 0.009
C 6.888 -0.839 2.907 -0.470
C -2.333 2.991 0.940 -0.948
C -0.126 2.195 -1.587 -0.612
C 3.228 -2.350 -0.042 0.541
C 4.482 -1.263 1.538 -0.291
C -2.188 -3.218 -0.140 -0.254
C 0.190 3.446 -2.093 -0.985
C 5.729 -0.121 3.260 -0.820
C 1.864 -2.592 -0.684 0.043
C -5.480 -0.421 0.525 -0.871
C -4.162 2.582 -0.663 -0.955
C 1.067 4.233 -1.362 -0.824
C 2.264 2.953 2.553 -2.329
C 5.651 -1.981 1.176 1.026
C 3.442 1.096 -3.168 -0.636
C 4.554 -0.319 2.589 -0.089
C 5.547 -2.909 0.115 -0.877
C 4.345 -3.086 -0.498 -0.996
C 6.851 -1.745 1.884 -0.835
C 1.154 2.496 0.300 0.478
H -3.703 3.277 -1.373 0.281
H 1.704 3.882 2.688 0.502
H -4.579 -2.994 -1.371 0.253
H 3.650 0.211 2.858 0.598
H 3.887 2.032 -2.854 0.321
H 2.386 2.473 3.518 0.403
H 3.252 3.202 2.158 0.383
H 2.238 4.358 0.423 0.514
H -0.219 3.785 -3.033 0.521
H -3.642 -4.291 -2.136 0.377
H -0.389 -1.412 -3.946 0.249
H 7.809 -0.674 3.452 0.377
H -4.624 0.540 2.950 0.283
H -4.929 3.124 -0.102 0.315
H -0.786 1.534 -2.138 0.145
H 1.364 5.209 -1.724 0.456
H 5.775 0.593 4.073 0.433
H -1.568 -1.614 -5.261 0.331
H -6.056 0.478 0.777 0.241
H 4.199 -3.765 -1.326 0.561
H -1.818 3.656 0.239 0.273
H -2.244 -4.306 -0.175 0.468
H -3.975 -0.892 -4.769 0.374
H 0.783 -1.680 5.451 0.237
H -2.945 3.599 1.613 0.375
H 4.151 0.467 -3.691 0.387
H -1.013 0.011 -4.802 0.298
H -4.638 1.781 -1.227 0.233
H -6.018 -1.289 0.910 0.371
H -1.584 2.460 1.524 0.083
H -3.444 0.714 -4.245 0.299
H -1.176 -2.955 0.153 -0.150
H -5.415 -0.506 -0.560 0.110
H -2.903 -2.847 0.603 0.148
H -3.912 -2.782 -3.010 0.315
H -4.661 -1.237 2.949 0.349
H 7.742 -2.296 1.605 0.383
H -4.341 -0.324 -3.129 0.221
H -3.105 -0.398 2.916 0.146
H 1.723 -0.221 5.494 0.233
H 6.425 -3.462 -0.200 0.406
```

## Properties
- relative energy (zero: lowest compared OMol25 entry of this formula, charge and spin) (kcal per mole) = 46.4
- highest occupied orbital energy (eV) = -6.8
- total charge = 0
- gap between HOMO and LUMO (eV) = 7.05
- max |F| (hartree/bohr) = 0.05371